(1)
ORCA calculation (ωB97M-V/def2-TZVPD) on the molecule C4H8O2.

```
14
Properties=species:S:1:pos:R:3:nbo_charge:R:1
C 1.97 -0.43 -0.50 -0.26
O 1.09 0.13 0.44 -0.55
C -0.23 0.36 -0.09 -0.09
C -1.12 -0.73 -0.42 -0.52
C -0.98 1.17 0.90 0.26
O -1.87 0.69 1.73 -0.62
H 2.92 -0.61 0.01 0.20
H 1.59 -1.37 -0.91 0.17
H 2.16 0.26 -1.34 0.16
H -0.14 1.04 -0.96 0.20
H -1.44 -0.88 -1.44 0.20
H -1.06 -1.64 0.19 0.18
H -1.99 -0.25 1.43 0.50
H -0.89 2.25 0.97 0.17
```

Properties
Spin multiplicity: 1
HOMO (spin up / spin down) (eV): -8.44 / -7.07
Frontier orbital gap (spin up / spin down) (eV): 9.161 / 6.600


(2)
ORCA calculation (ωB97M-V/def2-TZVPD) on a cluster of 2 separate species, C6H12O in total.

```
19
Properties=species:S:1:pos:R:3:nbo_charge:R:1
C 1.95 -0.83 1.08 -0.64
C 1.31 0.08 0.00 -0.13
C 2.14 0.60 -0.95 -0.19
C -0.81 1.12 -0.84 -0.75
C -0.06 0.35 0.18 0.40
C -1.00 -0.51 0.95 -0.73
H 3.01 -0.70 0.87 0.21
H 1.77 -1.90 0.96 0.23
H 1.65 -0.48 2.07 0.23
H 3.07 0.08 -1.16 0.21
H 1.73 1.38 -1.57 0.21
H -0.38 1.82 -1.57 0.22
H -1.58 1.71 -0.34 0.28
H -1.97 0.00 0.89 0.33
H -1.18 -1.45 0.41 0.31
H -0.55 -0.77 1.89 0.22
H -1.50 0.47 -1.42 0.37
H -4.22 -0.68 -0.85 0.43
O -3.37 -0.27 -0.61 -1.21
```

Properties
Spin multiplicity: 1
HOMO (eV): -7.03
Frontier orbital gap (eV): 4.541


(3)
ORCA calculation (ωB97M-V/def2-TZVPD) on a cluster of 2 separate species, C5H11NO in total.

```
18
Properties=species:S:1:pos:R:3:nbo_charge:R:1
N 1.77 -1.09 -2.19 -0.74
C 0.31 -0.63 -2.02 -0.33
C -0.67 2.66 1.12 -0.12
C -1.17 1.40 0.97 -0.19
C -0.83 0.37 -0.04 -0.13
C 0.16 0.36 -0.94 0.04
H 2.34 -0.27 -2.50 0.37
H 2.24 -1.21 -1.11 0.36
H -0.27 -1.60 -2.05 0.27
H -0.01 -0.07 -2.89 0.27
H -0.92 3.40 1.99 0.26
H -0.09 3.13 0.33 0.21
H -1.57 0.92 1.85 0.25
H -1.63 -0.42 0.17 0.27
H 1.10 0.97 -0.78 0.24
H -0.62 -2.34 2.11 0.44
H 0.42 -2.88 2.97 0.47
O -0.57 -2.70 3.01 -0.91
```

Properties
Charge: +1
Spin multiplicity: 2
HOMO (spin up / spin down) (eV): -14.48 / -14.25
Frontier orbital gap (spin up / spin down) (eV): 9.152 / 5.739


Total energy / a.u.: -307.52658 -310.85089 -326.67453
Energy relative to the best compared isomer or geometry (same formula, charge and spin) / kcal/mol: 116.6 130.8 93.9